1.
The following is a DFT calculation (wB97M-V/def2-TZVPD) of a molecular structure, C16H17F6NO4PdS3.

The LUMO energy comes out at 4.923 eV. As for the energy relative to the best compared isomer or geometry (same formula, charge and spin): 26.7 kcal/mol. The calculation puts the energy at -78840.3157 eV. Its HOMO-LUMO gap is 5.97 eV. As for the max |F|: 0.7 eV/A.

```
! RIJCOSX wB97M-V def2-TZVPD def2/J DEFGRID3
* xyz -2 1
Pd 1.818 -1.329 -0.486
C 1.445 -3.062 3.783
C 1.388 -2.875 2.286
S 2.446 -1.624 1.640
C 0.630 -3.585 1.456
C -0.296 -4.688 1.888
S 0.692 -3.281 -0.283
H 2.079 -2.293 4.226
H 1.859 -4.037 4.059
H 0.456 -2.972 4.239
H -0.199 -4.898 2.954
H -0.082 -5.610 1.337
H -1.339 -4.426 1.683
N 4.672 -0.932 -1.345
C 4.437 -2.081 -1.273
H 4.156 -0.047 -1.455
C -3.696 2.556 -2.503
C -2.342 1.924 -2.691
C -2.120 0.604 -2.339
C -0.855 0.037 -2.432
C 0.195 0.806 -2.893
C -0.006 2.134 -3.258
C -1.269 2.683 -3.158
S 1.826 0.140 -2.983
O 2.346 0.479 -4.284
O 2.574 0.750 -1.855
O 1.684 -1.315 -2.731
H -4.453 1.802 -2.286
H -4.007 3.111 -3.392
H -3.671 3.252 -1.662
H -2.935 0.014 -1.937
H -0.681 -0.980 -2.111
H 0.831 2.723 -3.607
H -1.424 3.725 -3.420
C -0.545 0.462 2.619
C -0.348 1.354 1.365
O -0.137 0.681 0.257
C 0.836 2.349 1.689
F 0.756 3.533 1.029
F 2.013 1.815 1.363
F 0.931 2.690 3.011
C -1.639 2.229 1.234
F -2.741 1.444 1.177
F -1.678 2.995 0.134
F -1.860 3.078 2.287
H 0.408 -0.024 2.830
H -1.259 -0.310 2.335
H -0.895 1.000 3.504
*
```

Results of the Löwdin charge analysis, in e, for atoms 1 through 8: 0.3758, -0.1552, -0.7933, 0.5601, -0.8077, -0.1508, 0.5589, 0.0453



2.
The following is a DFT calculation (wB97M-V/def2-TZVPD) of a molecular structure, C16H17F6NO4PdS3.

The LUMO energy comes out at 4.542 eV. As for the energy relative to the best compared isomer or geometry (same formula, charge and spin): 0.0 kcal/mol. The calculation puts the energy at -78841.4727 eV. Its HOMO-LUMO gap is 5.72 eV. As for the max |F|: 1.2 eV/A.

```
! RIJCOSX wB97M-V def2-TZVPD def2/J DEFGRID3
* xyz -2 1
Pd 0.936 -0.366 1.195
C 0.688 4.258 1.279
C 0.378 2.783 1.297
S 1.766 1.734 1.465
C -0.854 2.263 1.209
C -2.100 3.093 1.095
S -1.101 0.524 1.238
H 1.769 4.406 1.284
H 0.278 4.778 2.151
H 0.295 4.749 0.383
H -1.867 4.160 1.101
H -2.783 2.893 1.927
H -2.645 2.870 0.172
N 0.580 -2.767 2.739
C 1.163 -2.101 3.494
H -0.517 -2.933 1.813
C 1.994 3.748 -3.743
C 2.252 2.439 -3.042
C 3.509 2.135 -2.533
C 3.737 0.939 -1.867
C 2.706 0.032 -1.705
C 1.449 0.311 -2.222
C 1.228 1.510 -2.883
S 2.965 -1.464 -0.737
O 4.233 -2.012 -1.174
O 1.771 -2.254 -0.933
O 3.018 -0.944 0.663
H 2.853 4.416 -3.655
H 1.129 4.256 -3.313
H 1.792 3.600 -4.807
H 4.316 2.854 -2.638
H 4.711 0.715 -1.449
H 0.652 -0.403 -2.059
H 0.235 1.738 -3.255
C -3.444 -2.385 1.543
C -2.487 -3.539 1.210
O -1.222 -3.069 0.961
C -2.952 -4.217 -0.098
F -2.903 -3.351 -1.116
F -4.241 -4.651 -0.031
F -2.209 -5.278 -0.438
C -2.515 -4.560 2.368
F -2.215 -3.968 3.529
F -3.755 -5.101 2.529
F -1.670 -5.580 2.200
H -3.389 -1.673 0.723
H -3.061 -1.885 2.429
H -4.475 -2.705 1.701
*
```

Results of the Löwdin charge analysis, in e, for atoms 1 through 8: 0.3619, -0.1630, -0.8085, 0.6096, -0.8177, -0.1546, 0.5526, 0.0418



3.
The following is a DFT calculation (wB97M-V/def2-TZVPD) of a molecular structure, C16H17FeN2O3.

The LUMO energy (spin up / spin down) comes out at -3.319 / -7.378 eV. The calculation puts the energy at -60364.5073 eV. Its HOMO-LUMO gap (spin up / spin down) is 4.56 / 3.13 eV. As for the max |F|: 6.2 eV/A.

```
! RIJCOSX wB97M-V def2-TZVPD def2/J DEFGRID3
* xyz 1 5
O 3.030 -0.311 1.808
C 2.838 0.822 2.018
Fe 2.769 2.560 2.130
C 3.960 2.735 3.390
O 5.062 2.679 3.784
C 3.767 2.908 0.725
O 4.381 2.801 -0.262
C -0.456 2.302 0.480
C -0.374 1.667 1.835
C 0.722 2.224 2.737
C 1.084 3.604 2.579
C 1.281 3.944 1.188
C 0.479 3.264 0.181
H -1.301 2.079 -0.167
H -1.355 1.791 2.335
H -0.243 0.583 1.699
H 0.700 1.770 3.731
H 1.249 4.294 3.419
H 1.752 4.908 0.941
H 0.639 3.595 -0.856
C -3.294 -3.942 -2.422
N -1.906 -3.548 -2.261
C -0.974 -4.440 -2.926
C -1.505 -2.430 -1.579
C -0.128 -2.185 -1.312
C 0.246 -0.973 -0.725
N -0.642 -0.026 -0.383
C -1.950 -0.269 -0.578
C -2.438 -1.451 -1.141
H -3.927 -3.482 -1.662
H -3.677 -3.667 -3.417
H -3.366 -5.035 -2.327
H -0.038 -3.925 -3.160
H -0.745 -5.318 -2.301
H -1.424 -4.799 -3.863
H 0.647 -2.912 -1.551
H 1.303 -0.768 -0.540
H -2.648 0.523 -0.288
H -3.518 -1.573 -1.259
*
```

Results of the Löwdin charge analysis, in e, for atoms 1 through 8: 0.1017, -0.1681, 0.1803, -0.1270, 0.1116, -0.1303, 0.1286, -0.1078



4.
The following is a DFT calculation (wB97M-V/def2-TZVPD) of 2 unconnected molecules or ions with the total composition C16H17N.

The LUMO energy comes out at 0.826 eV. As for the energy relative to the best compared isomer or geometry (same formula, charge and spin): 50.7 kcal/mol. The SMILES is Cc1c[nH]c2ccccc12.Cc1ccccc1. The calculation puts the energy at -18356.1434 eV. Its HOMO-LUMO gap is 8.57 eV. As for the max |F|: 3.5 eV/A.

```
! RIJCOSX wB97M-V def2-TZVPD def2/J DEFGRID3
* xyz 0 1
C 1.635 -2.007 -4.014
C -1.008 -4.210 -2.376
C -0.496 -4.268 -1.100
C -0.237 -3.533 -3.295
C 0.795 -2.655 -2.990
C 0.513 -3.395 -0.755
C 1.180 -2.508 -1.621
H -1.960 -4.684 -2.582
H -0.626 -5.161 -0.469
H -0.451 -3.602 -4.380
H 0.662 -3.265 0.327
H 2.251 -1.144 -3.678
H 0.981 -1.784 -4.841
H 2.041 -1.931 -1.343
H 2.435 -2.636 -4.445
C 1.053 3.315 -0.155
C -0.264 2.169 1.851
C -0.060 3.084 0.748
C -1.450 2.605 2.511
C -1.194 3.825 0.615
C 0.658 1.436 2.594
C 0.140 0.804 3.703
C -1.132 1.087 4.266
C -1.871 2.110 3.732
N -2.049 3.628 1.706
H 1.748 1.354 2.318
H 0.790 0.049 4.171
H -1.352 0.322 4.986
H 1.227 2.665 -1.000
H 2.069 3.128 0.279
H -1.395 4.512 -0.203
H -3.047 3.754 1.678
H -2.685 2.544 4.279
H 1.100 4.393 -0.516
*
```

Results of the Löwdin charge analysis, in e, for atoms 1 through 8: -0.0768, -0.0909, -0.1222, -0.0716, -0.2958, -0.1083, -0.0212, 0.1052



5.
The following is a DFT calculation (wB97M-V/def2-TZVPD) of 2 unconnected molecules or ions with the total composition C16H17N.

The LUMO energy comes out at 0.944 eV. As for the energy relative to the best compared isomer or geometry (same formula, charge and spin): 67.3 kcal/mol. The SMILES is Cc1c[nH]c2ccccc12.Cc1ccccc1. The calculation puts the energy at -18355.4248 eV. Its HOMO-LUMO gap is 8.53 eV. As for the max |F|: 8.8 eV/A.

```
! RIJCOSX wB97M-V def2-TZVPD def2/J DEFGRID3
* xyz 0 1
C 2.983 -1.864 0.976
C -0.386 -2.532 2.511
C 0.786 -1.905 2.202
C -1.002 -3.556 1.908
C 1.605 -2.447 1.263
C -0.076 -4.217 0.912
C 1.175 -3.683 0.677
H -0.782 -2.217 3.489
H 0.933 -1.080 2.777
H -1.889 -3.911 2.097
H -0.372 -5.139 0.380
H 2.799 -0.736 0.936
H 3.224 -2.252 -0.122
H 1.925 -4.268 -0.048
H 3.804 -2.145 1.630
C 0.199 4.492 0.113
C -0.414 2.277 -1.224
C -0.612 3.602 -0.795
C -1.621 1.867 -1.880
C -1.925 4.017 -1.128
C 0.149 -0.021 -1.186
C -0.990 -0.468 -2.015
C 0.608 1.285 -0.965
C -1.884 0.529 -2.254
N -2.523 2.947 -1.759
H 0.858 -0.770 -0.905
H -0.985 -1.519 -2.296
H 1.502 1.406 -0.375
H -2.772 0.298 -2.785
H 1.100 3.874 0.370
H -0.291 4.888 1.050
H -2.408 4.918 -0.977
H -3.413 2.982 -2.098
H 0.695 5.348 -0.479
*
```

Results of the Löwdin charge analysis, in e, for atoms 1 through 8: -0.0589, -0.1385, -0.0775, -0.0304, -0.3104, -0.0537, -0.0839, 0.1166



6.
The following is a DFT calculation (wB97M-V/def2-TZVPD) of C16H17N3O3S2 in the gas phase.

The LUMO energy comes out at -0.353 eV. As for the energy relative to the best compared isomer or geometry (same formula, charge and spin): 19.1 kcal/mol. The SMILES is CSCC[C@H](C(=O)NC1=NCCS1)N1C(=O)c2ccccc2C1=O. The calculation puts the energy at -49151.6866 eV. Its HOMO-LUMO gap is 8.33 eV. As for the max |F|: 4.8 eV/A.

```
! RIJCOSX wB97M-V def2-TZVPD def2/J DEFGRID3
* xyz 0 1
O 1.614 2.930 0.676
O 0.215 -0.636 3.102
O 1.749 -0.827 -0.177
N 0.318 -1.204 -3.986
S 2.666 -1.679 -2.925
S -2.547 2.709 0.723
C 1.543 2.100 1.583
C 0.888 0.314 2.696
C 0.756 -0.250 -0.599
C 1.029 -1.068 -2.903
C 4.114 2.356 4.464
C 3.673 1.268 5.169
C 3.490 2.725 3.235
C 2.625 0.520 4.640
C 2.381 2.021 2.760
C 1.995 0.889 3.453
N 0.416 -0.324 -1.921
N 0.633 1.029 1.531
C -4.142 3.153 1.490
C 0.997 -2.011 -5.046
C 2.118 -2.755 -4.342
C -2.290 1.030 1.486
C -0.071 0.676 0.294
C -1.481 0.118 0.532
H 4.968 2.876 4.887
H 4.139 1.063 6.114
H 3.875 3.554 2.690
H 2.239 -0.325 5.191
H -0.387 0.218 -2.252
H -4.104 2.925 2.576
H -4.968 2.543 1.031
H -4.383 4.220 1.335
H 1.443 -1.318 -5.767
H 0.307 -2.707 -5.551
H 2.923 -3.028 -5.018
H 1.709 -3.686 -3.918
H -1.834 1.039 2.492
H -3.243 0.501 1.635
H -0.229 1.608 -0.265
H -1.963 -0.004 -0.417
H -1.485 -0.864 0.998
*
```

Results of the Löwdin charge analysis, in e, for atoms 1 through 8: 0.1119, 0.1051, 0.0675, 0.0200, 0.9709, 0.7909, -0.3209, -0.3351